1.
# CH3Br2ClP

An isolated ion of composition CH3Br2ClP and charge +1 in a non-equilibrium geometry (ωB97M-V/def2-TZVPD, OMol25).

Geometry as ORCA input:
```
! RIJCOSX wB97M-V def2-TZVPD def2/J DEFGRID3
* xyz 1 1
C -0.979 0.069 0.576
P 0.488 0.187 -0.550
Cl 0.236 -0.825 -2.243
Br 1.581 2.086 -0.618
Br 2.175 -1.498 0.680
H -0.983 -1.029 0.721
H -1.874 0.383 -0.089
H -0.644 0.626 1.522
*
```

Calculated values
HOMO energy	-0.5513	Eh
Kohn-Sham gap	8.09	eV
energy above the lowest of the compared OMol25 structures with the same formula, charge and spin	34.1	kcal per mole
E_tot	-5989.1991	a.u.

The computed Mulliken charges, all in e, follow: C -0.7690; P 0.6278; Cl -0.0124; Br 0.0837; Br -0.0138; H 0.3492; H 0.3670; H 0.3675

***

2.
# C3H6ClN2

A 2-piece molecular cluster, C3H6ClN2 overall in a non-equilibrium geometry (ωB97M-V/def2-TZVPD, OMol25).

Geometry as ORCA input:
```
! RIJCOSX wB97M-V def2-TZVPD def2/J DEFGRID3
* xyz 1 1
C -0.080 -0.637 -0.210
C 1.618 0.294 0.799
C 1.069 1.254 -0.001
N 0.974 -0.850 0.581
N 0.046 0.627 -0.693
Cl -3.830 -0.078 0.281
H -0.879 -1.451 -0.452
H -3.587 -1.408 0.575
H 2.524 0.230 1.312
H 1.431 2.169 -0.261
H 0.996 -1.673 1.225
H -0.726 1.109 -1.120
*
```

Calculated values
HOMO energy	-0.5453	Eh
Kohn-Sham gap	11.04	eV
energy above the lowest of the compared OMol25 structures with the same formula, charge and spin	0.6	kcal per mole
E_tot	-687.3595	a.u.

The computed Mulliken charges, all in e, follow: C -0.0842; C -0.2364; C -0.3372; N -0.0592; N -0.0576; Cl -0.2588; H 0.3271; H 0.2712; H 0.4121; H 0.4301; H 0.3057; H 0.2871

***

3.
# C39H48CrN3O2SSe

C39H48CrN3O2SSe as an isolated structure (ωB97M-V/def2-TZVPD, OMol25).

Geometry as ORCA input:
```
! RIJCOSX wB97M-V def2-TZVPD def2/J DEFGRID3
* xyz 0 4
Cr -0.162 0.019 0.190
C 6.693 2.794 -0.558
C 5.792 2.922 0.683
C 5.762 4.388 1.143
C 6.389 2.073 1.804
C 4.385 2.469 0.312
C 3.768 1.412 0.910
C 2.470 1.039 0.474
N 1.710 0.018 0.908
C 1.997 -0.997 1.736
C 3.260 -1.530 2.058
C 3.332 -2.599 2.907
C 2.125 -3.073 3.537
C 0.865 -2.628 3.262
C 0.765 -1.626 2.229
O -0.330 -1.230 1.749
C -0.382 -3.095 4.010
C -1.426 -3.665 3.038
C -0.975 -1.873 4.738
C -0.050 -4.169 5.048
C 4.653 -3.348 3.090
C 5.846 -2.385 3.056
C 4.697 -4.130 4.408
C 4.778 -4.345 1.922
C 1.791 1.773 -0.578
O 0.662 1.325 -0.971
C 2.425 2.915 -1.159
C 3.683 3.194 -0.711
C 1.698 3.759 -2.204
C 1.469 2.913 -3.467
C 2.507 5.000 -2.589
C 0.344 4.228 -1.640
H 7.706 3.128 -0.321
H 6.324 3.398 -1.390
H 6.743 1.753 -0.891
H 6.765 4.707 1.440
H 5.095 4.512 2.000
H 5.422 5.058 0.350
H 7.408 2.412 2.006
H 6.441 1.015 1.527
H 5.816 2.165 2.731
H 4.216 0.891 1.742
H 4.145 -1.130 1.586
H 2.225 -3.850 4.279
H -1.772 -2.916 2.328
H -2.286 -4.020 3.612
H -1.018 -4.511 2.474
H -1.283 -1.101 4.031
H -0.247 -1.442 5.432
H -1.857 -2.178 5.310
H 0.395 -5.056 4.585
H -0.973 -4.482 5.540
H 0.630 -3.798 5.821
H 5.729 -1.587 3.795
H 5.981 -1.929 2.073
H 6.763 -2.931 3.287
H 4.537 -3.474 5.269
H 5.678 -4.595 4.516
H 3.956 -4.930 4.439
H 4.761 -3.822 0.962
H 3.948 -5.057 1.932
H 5.715 -4.906 2.000
H 4.186 4.052 -1.137
H 2.419 2.552 -3.871
H 0.980 3.521 -4.233
H 0.827 2.058 -3.255
H 3.447 4.740 -3.089
H 2.732 5.621 -1.718
H 1.919 5.602 -3.284
H -0.319 3.396 -1.412
H -0.153 4.863 -2.378
H 0.485 4.811 -0.726
C 2.442 -1.119 -1.987
C 1.453 -2.126 -1.477
C 1.785 -3.496 -1.577
C 0.901 -4.450 -1.182
C -0.395 -4.074 -0.778
C -1.415 -5.013 -0.498
C -2.675 -4.566 -0.229
C -2.969 -3.186 -0.218
C -1.999 -2.236 -0.441
S -2.351 -0.524 -0.446
C -0.675 -2.694 -0.719
N 0.293 -1.736 -0.969
H 3.021 -1.567 -2.795
H 3.150 -0.810 -1.214
H 1.934 -0.234 -2.359
H 2.757 -3.765 -1.970
H 1.166 -5.503 -1.216
H -1.184 -6.073 -0.524
H -3.468 -5.277 -0.030
H -3.981 -2.850 -0.025
Se -0.797 1.831 1.778
C -2.070 2.632 0.731
N -2.858 3.141 0.056
*
```

Calculated values
⟨S²⟩	4.21
HOMO energy (spin up / spin down)	-0.2654 / -0.2708	Eh
Kohn-Sham gap (spin up / spin down)	5.12 / 5.00	eV
E_tot	-5673.8810	a.u.

The computed Mulliken charges, all in e, follow: Cr -0.4155; C -1.6169; C 1.9426; C -1.6803; C -2.1135; C -0.8536; C -0.4715; C -0.5611; N 0.0906; C -0.4914; C -0.5243; C -0.5116; C 0.3006; C -1.0610; C 2.0559; O -0.6795; C 2.3204; C -1.5338; C -1.7117; C -2.3121; C 1.9285; C -1.8169; C -2.0693; C -1.6723; C 1.7295; O -0.8283; C -0.6129; C -0.1341; C 2.3112; C -1.5299; C -2.3149; C -1.5263; H 0.4703; H 0.3002; H 0.3437; H 0.4622; H 0.3605; H 0.3422; H 0.4605; H 0.3980; H 0.3733; H 1.2489; H 0.6707; H 0.5405; H 0.1385; H 0.5741; H 0.3267; H 0.3214; H 0.3460; H 0.4537; H 0.4201; H 0.4273; H 0.4209; H 0.3827; H 0.3780; H 0.4946; H 0.3937; H 0.4691; H 0.4003; H 0.3153; H 0.3360; H 0.4587; H 0.5544; H 0.3035; H 0.4820; H 0.1986; H 0.3969; H 0.4142; H 0.4490; H 0.2759; H 0.4580; H 0.3150; C -1.2896; C 1.1768; C -0.9709; C -1.0378; C 1.0117; C -0.7971; C -0.7224; C -0.3740; C 0.4852; S -0.6053; C -0.3783; N 0.4201; H 0.6504; H 0.1360; H -0.0047; H 0.4800; H 0.4368; H 0.3940; H 0.3917; H 0.4399; Se 0.0272; C 0.2225; N -0.6047

***

4.
# C12H6Cl2NO5

A 2-piece molecular cluster, C12H6Cl2NO5 overall in a non-equilibrium geometry (ωB97M-V/def2-TZVPD, OMol25).

Geometry as ORCA input:
```
! RIJCOSX wB97M-V def2-TZVPD def2/J DEFGRID3
* xyz -1 1
Cl -2.020 -0.900 -2.809
C -1.131 -1.187 -1.388
C 0.112 -1.706 -1.463
C 0.895 -1.941 -0.277
O 2.030 -2.377 -0.345
C 0.275 -1.638 1.008
Cl 1.172 -1.921 2.423
C -0.974 -1.130 1.085
C -1.737 -0.847 -0.104
O -2.840 -0.335 -0.047
H 0.552 -1.929 -2.420
H -1.425 -0.932 2.042
O -4.853 -7.684 3.867
N -4.382 -7.888 2.745
O -4.524 -8.949 2.130
C -3.616 -6.818 2.114
C -3.069 -7.010 0.852
C -2.340 -6.006 0.239
C -2.144 -4.810 0.869
C -2.685 -4.578 2.167
O -2.501 -3.499 2.749
C -3.435 -5.630 2.767
H -3.225 -7.957 0.360
H -1.921 -6.169 -0.742
H -1.580 -4.019 0.409
H -3.859 -5.479 3.745
*
```

Calculated values
HOMO energy	-0.1294	Eh
Kohn-Sham gap	3.86	eV
E_tot	-1812.1641	a.u.

The computed Mulliken charges, all in e, follow: Cl -0.1758; C 0.5167; C -0.5569; C 0.2855; O -0.6103; C 0.6380; Cl -0.1860; C -0.4029; C 0.3578; O -0.5931; H 0.4575; H 0.2323; O -0.6199; N 0.9892; O -0.6284; C -0.1427; C -0.3773; C -0.3644; C -0.0196; C -0.2373; O -0.7693; C -0.2876; H 0.3976; H 0.3543; H 0.2878; H 0.4549

***

5.
# C24H27BO5

A 3-piece molecular cluster, C24H27BO5 overall in a non-equilibrium geometry (ωB97M-V/def2-TZVPD, OMol25).

Geometry as ORCA input:
```
! RIJCOSX wB97M-V def2-TZVPD def2/J DEFGRID3
* xyz 0 1
C 0.341 4.801 2.404
C -0.437 3.810 1.669
C -1.804 3.759 1.612
C -2.146 2.717 0.781
C -0.922 1.943 0.452
B -3.502 0.828 4.627
O -2.287 1.183 4.551
C -1.534 0.398 3.579
C -2.480 -0.315 2.501
C -1.510 -1.318 1.892
C -2.918 0.408 1.284
O -0.582 1.517 -0.668
C -3.736 -1.008 3.154
O -4.289 -0.118 4.303
O 0.100 2.701 1.138
H -0.257 5.718 2.529
H 0.489 4.402 3.418
H 1.318 5.095 2.008
H -2.463 4.443 2.079
H -3.106 2.670 0.275
H -0.826 1.120 3.157
H -0.971 -0.355 4.161
H -2.090 -1.991 1.248
H -0.297 0.249 0.778
H -1.072 -1.925 2.698
H -2.809 -0.181 0.369
H -3.815 1.029 1.373
H -4.622 -1.024 2.527
H -3.556 -2.003 3.592
C 1.148 -5.248 -2.998
O 1.682 -5.187 -1.667
C 1.492 -4.014 -0.989
C 1.376 -4.063 0.419
C 0.829 -3.000 1.117
C 0.421 -1.763 0.444
C -0.430 -0.751 1.058
C 2.573 -1.193 3.295
C 2.708 -1.146 4.691
C 3.950 -1.405 5.290
C 5.060 -1.684 4.485
C 4.939 -1.737 3.092
C 3.692 -1.483 2.501
C 0.860 -1.643 -0.919
C 1.336 -2.751 -1.616
H 0.926 -6.299 -3.164
H 0.222 -4.660 -3.116
H 1.896 -4.921 -3.730
H 1.617 -5.011 0.900
H 0.715 -3.090 2.218
H 1.625 -0.929 2.833
H 1.832 -0.963 5.307
H 4.062 -1.354 6.379
H 6.034 -1.844 4.939
H 5.811 -1.951 2.468
H 3.580 -1.551 1.422
H 0.694 -0.688 -1.408
H 1.504 -2.692 -2.684
*
```

Calculated values
HOMO energy	-0.1870	Eh
Kohn-Sham gap	3.12	eV
energy above the lowest of the compared OMol25 structures with the same formula, charge and spin	44.8	kcal per mole
E_tot	-1331.4386	a.u.

The computed Mulliken charges, all in e, follow: C -1.2580; C 0.4651; C -0.5594; C -0.4102; C 1.0810; B 0.3141; O -0.2367; C -0.5988; C 2.5003; C -1.6976; C -1.8086; O -0.7043; C -0.6818; O -0.2941; O -0.3791; H 0.3376; H 0.2817; H 0.3386; H 0.5231; H 0.6926; H 0.2484; H 0.3103; H 0.3811; H 0.5994; H 0.6097; H 0.0850; H 0.6418; H 0.3517; H 0.3171; C -0.8370; O -0.4351; C 0.4192; C -0.9633; C -0.0373; C -0.4120; C -1.0095; C 0.1198; C -0.4228; C -0.4663; C -0.3700; C -0.5691; C -0.2748; C -0.4006; C -0.4651; H 0.2617; H 0.4023; H 0.3031; H 0.4206; H 0.3003; H 0.2227; H 0.3333; H 0.3478; H 0.3445; H 0.3600; H 0.3804; H 0.5654; H 0.4316

***

Number 5 is which compound? C24H27BO5

***

E_tot of number 2 (C3H6ClN2)? -687.3595 a.u.

***

The highest E_tot belongs to which entry? C3H6ClN2

***

Please write out number 4 again, unchanged.
# C12H6Cl2NO5

A 2-piece molecular cluster, C12H6Cl2NO5 overall in a non-equilibrium geometry (ωB97M-V/def2-TZVPD, OMol25).

Geometry as ORCA input:
```
! RIJCOSX wB97M-V def2-TZVPD def2/J DEFGRID3
* xyz -1 1
Cl -2.020 -0.900 -2.809
C -1.131 -1.187 -1.388
C 0.112 -1.706 -1.463
C 0.895 -1.941 -0.277
O 2.030 -2.377 -0.345
C 0.275 -1.638 1.008
Cl 1.172 -1.921 2.423
C -0.974 -1.130 1.085
C -1.737 -0.847 -0.104
O -2.840 -0.335 -0.047
H 0.552 -1.929 -2.420
H -1.425 -0.932 2.042
O -4.853 -7.684 3.867
N -4.382 -7.888 2.745
O -4.524 -8.949 2.130
C -3.616 -6.818 2.114
C -3.069 -7.010 0.852
C -2.340 -6.006 0.239
C -2.144 -4.810 0.869
C -2.685 -4.578 2.167
O -2.501 -3.499 2.749
C -3.435 -5.630 2.767
H -3.225 -7.957 0.360
H -1.921 -6.169 -0.742
H -1.580 -4.019 0.409
H -3.859 -5.479 3.745
*
```

Calculated values
HOMO energy	-0.1294	Eh
Kohn-Sham gap	3.86	eV
E_tot	-1812.1641	a.u.

The computed Mulliken charges, all in e, follow: Cl -0.1758; C 0.5167; C -0.5569; C 0.2855; O -0.6103; C 0.6380; Cl -0.1860; C -0.4029; C 0.3578; O -0.5931; H 0.4575; H 0.2323; O -0.6199; N 0.9892; O -0.6284; C -0.1427; C -0.3773; C -0.3644; C -0.0196; C -0.2373; O -0.7693; C -0.2876; H 0.3976; H 0.3543; H 0.2878; H 0.4549